No. 1
One molecule with the formula C5H8O. Source: OMol25; level of theory: wB97M-V/def2-TZVPD.

Calculated total energy   -270.34259 Eh
Spin multiplicity   1
HOMO-LUMO gap (spin up / spin down)   0.2448 / 0.2441 Ha
HOMO (spin up / spin down)   -7.18 / -7.17 eV

Geometry (Å):
O (0.404, -0.676, 0.705)
C (1.104, 1.754, -1.959)
C (-0.898, -0.626, 0.791)
C (-1.549, -1.666, 1.660)
C (1.184, 0.089, -0.112)
C (0.478, 0.538, -1.172)
H (-0.841, -2.382, 2.156)
H (-1.490, 0.215, 0.378)
H (0.333, 2.394, -2.331)
H (1.748, 2.312, -1.260)
H (-2.289, -2.246, 1.102)
H (2.111, 0.299, 0.394)
H (-2.122, -1.203, 2.400)
H (1.828, 1.198, -2.752)

natural (NBO) population analysis, charges in e, atoms 1 to 5:
1. O -0.360
2. C -0.698
3. C 0.396
4. C -0.707
5. C -0.155

---

No. 2
A 25-piece molecular cluster, C9H66NO25 overall. Source: OMol25; level of theory: wB97M-V/def2-TZVPD.

Calculated total energy   -2318.24918 Eh
Total charge   -1
Spin multiplicity   1
HOMO-LUMO gap   0.1924 Ha
HOMO   -3.77 eV

Geometry (Å):
O (-3.861, -2.220, -1.045)
O (-3.395, 0.475, -3.993)
O (-3.130, 1.609, 5.341)
O (-1.265, -1.630, -0.043)
O (2.079, -3.369, 2.851)
O (-5.847, -0.408, 1.661)
O (2.720, -4.188, 0.419)
O (-2.350, -3.064, -3.009)
O (1.931, 5.826, -0.170)
O (-0.376, 1.127, 4.756)
O (3.106, -3.437, -2.700)
O (-5.787, 2.188, -0.818)
O (-0.644, 5.604, -1.233)
O (-4.608, -3.332, 1.415)
O (-0.366, -4.565, 0.032)
O (0.934, 4.735, -3.371)
O (1.823, 2.390, 3.483)
O (-0.733, -2.126, 2.842)
O (-3.225, -1.812, 3.710)
O (3.310, 3.380, -2.956)
O (5.336, 1.741, 1.710)
O (4.048, -1.325, -4.229)
O (5.236, -3.267, -0.157)
O (2.610, 0.548, -5.564)
O (1.780, -0.222, 3.450)
N (-0.504, -0.380, 0.152)
C (1.536, 1.060, -0.175)
C (-1.351, 0.904, 0.248)
C (0.678, 2.349, -0.161)
C (0.789, -0.238, -0.637)
C (1.819, -1.347, -0.143)
C (-2.223, 1.071, -1.139)
C (-0.581, 2.210, 0.555)
C (0.774, -0.295, -2.238)
C (-2.308, 0.831, 1.504)
H (-1.031, 6.451, -1.011)
H (-2.686, -0.181, 1.648)
H (3.748, -4.077, -3.008)
H (1.502, -2.286, -0.597)
H (0.361, 4.986, -2.646)
H (3.239, 0.212, -4.925)
H (1.495, -4.097, 3.063)
H (6.122, 1.196, 1.679)
H (-0.422, 0.673, 5.597)
H (1.174, 3.232, 0.244)
H (-4.286, -2.620, -0.287)
H (-3.409, 0.769, 5.706)
H (-3.285, -3.010, -2.815)
H (1.860, 6.185, 0.715)
H (-0.651, -3.077, 2.918)
H (-1.095, -3.999, -0.225)
H (2.263, -3.880, -2.789)
H (-1.610, 1.055, -2.040)
H (-0.938, -1.976, 1.919)
H (-3.020, -1.908, -0.712)
H (-1.901, 1.197, 2.447)
H (-2.835, 1.972, -1.101)
H (3.071, 1.263, -6.002)
H (3.223, 3.555, -2.019)
H (-4.891, 1.875, -0.943)
H (-1.940, -2.468, -2.382)
H (2.710, 5.271, -0.141)
H (-2.816, 0.163, -1.252)
H (1.740, -1.521, 0.931)
H (-4.589, -4.185, 1.849)
H (-2.254, 1.440, 4.993)
H (-5.150, -0.909, 1.239)
H (2.378, -3.553, 1.960)
H (0.381, 0.740, 4.315)
H (-3.457, -1.375, 4.529)
H (0.154, 5.560, -0.706)
H (3.612, -2.019, -3.734)
H (-2.298, -1.608, 3.583)
H (-4.094, -0.152, -4.178)
H (-1.237, 3.019, 0.236)
H (-0.417, 2.244, 1.632)
H (0.906, 2.657, 3.546)
H (3.430, -3.661, 0.052)
H (1.807, 1.600, 2.943)
H (1.406, -0.865, 2.848)
H (2.395, 1.251, -0.817)
H (-6.133, -0.959, 2.390)
H (4.642, 1.183, 1.359)
H (-6.054, 2.502, -1.682)
H (6.160, -3.407, 0.054)
H (-2.915, 0.090, -3.259)
H (1.976, 0.862, 0.803)
H (2.313, -4.604, -0.341)
H (2.442, 3.563, -3.316)
H (0.365, 4.255, -3.972)
H (5.249, -2.696, -0.925)
H (3.934, -1.578, -5.146)
H (0.371, 0.656, -2.584)
H (1.731, -0.254, -2.759)
H (0.388, -3.977, 0.079)
H (-4.125, -2.753, 2.005)
H (0.182, -1.112, -2.651)
H (2.873, -1.171, -0.359)
H (-3.164, 1.451, 1.235)
H (0.505, 2.559, -1.217)
H (2.640, -0.576, 3.675)

Mulliken population analysis, charges in e, atoms 1 to 5:
1. O -0.802
2. O -0.637
3. O -0.600
4. O 0.266
5. O -0.628

---

No. 3
A 6-piece molecular cluster, C10H30ClO5 overall. Source: OMol25; level of theory: wB97M-V/def2-TZVPD.

Calculated total energy   -1235.24824 Eh
Total charge   -1
Spin multiplicity   1
HOMO-LUMO gap   0.3354 Ha
HOMO   -6.01 eV

Geometry (Å):
Cl (1.347, -0.161, 1.225)
O (2.800, 2.498, 2.168)
O (2.352, 0.049, -1.770)
O (-0.768, -0.438, 3.845)
O (0.151, -2.785, -0.258)
O (-1.254, 1.239, -0.314)
C (-3.235, 0.650, -1.380)
C (1.873, 3.603, 2.119)
C (-2.960, -1.366, 4.141)
C (-0.217, -3.988, -2.344)
C (-1.938, 0.133, -0.750)
C (-1.583, -1.621, 3.763)
C (0.887, -3.337, -1.395)
C (1.963, 0.657, -4.064)
C (2.356, 4.371, 0.901)
C (1.403, 0.591, -2.632)
H (2.642, 3.692, 0.083)
H (1.277, -2.651, -2.105)
H (0.238, -4.214, -3.194)
H (0.568, 0.087, -2.537)
H (-0.674, 0.943, 0.420)
H (-3.739, 1.030, -0.546)
H (1.073, 1.499, -2.241)
H (-3.412, 1.365, -2.167)
H (1.618, 5.105, 0.518)
H (0.548, -1.979, 0.024)
H (-1.528, -0.539, -1.627)
H (-2.888, -0.660, 5.180)
H (-0.582, -4.928, -1.824)
H (-1.545, -1.891, 2.694)
H (-3.537, -0.821, 3.423)
H (1.810, -3.938, -1.081)
H (1.715, 4.135, 3.045)
H (-1.002, -2.399, 4.457)
H (-0.993, -3.158, -2.687)
H (1.125, 0.932, -4.562)
H (2.750, 1.383, -3.955)
H (2.178, -0.322, -4.525)
H (0.982, 3.189, 1.637)
H (-3.397, -2.334, 4.499)
H (-2.045, -0.382, 0.192)
H (2.174, 0.230, -0.944)
H (2.286, 1.826, 1.697)
H (-3.644, -0.112, -1.530)
H (-0.345, -0.308, 3.117)
H (3.170, 5.123, 1.287)

natural (NBO) population analysis, charges in e, atoms 1 to 5:
1. Cl -0.912
2. O -0.756
3. O -0.734
4. O -0.732
5. O -0.762

---

No. 4
A 5-piece molecular cluster, C39H31BFNO20 overall. Source: OMol25; level of theory: wB97M-V/def2-TZVPD.

Calculated total energy   -3189.11677 Eh
Spin multiplicity   1
SMILES string   [H]/N=C(/C)Cc1cc(B(O)O)c2c(c1[C@H](C)F)C(=O)C=CC2=O.O=C1C=C(O)C(=O)C=C1O.O=C1C=C(O)C(=O)C=C1O.O=C1C=C(O)C(=O)C=C1O.O=C1C=C(O)C(=O)C=C1O
HOMO-LUMO gap   0.2913 Ha
HOMO   -9.40 eV

Geometry (Å):
F (3.175, 0.611, -0.366)
O (-9.354, -2.962, -3.944)
O (-2.409, -0.718, -6.110)
O (-7.178, 5.713, 1.875)
O (9.772, -1.607, 1.667)
O (3.488, -1.515, -1.806)
O (-1.919, 2.182, 1.545)
O (-8.226, 1.499, 0.064)
O (-7.500, -4.495, 0.098)
O (-3.204, -2.889, -4.953)
O (-4.741, 4.978, 2.426)
O (9.171, -3.715, 0.807)
O (0.727, -2.753, -2.378)
O (-5.817, 0.755, 0.671)
O (8.041, -3.125, -1.738)
O (0.500, 1.425, 2.175)
O (-0.870, 6.379, 3.379)
O (1.501, -0.496, -3.530)
O (1.563, 5.656, 3.931)
O (-5.229, -3.544, -0.704)
O (-7.066, -2.063, -4.772)
N (3.791, 1.671, 3.984)
C (5.348, -1.281, -0.356)
C (-7.856, 3.655, 0.926)
C (-5.127, 2.826, 1.580)
C (6.794, -1.447, -2.816)
C (-0.405, -0.484, -4.877)
C (-7.493, -3.915, -1.091)
C (6.033, 1.752, 3.152)
C (0.250, 2.586, 2.459)
C (-6.136, -3.388, -1.501)
C (-6.001, -2.747, -2.791)
C (-6.924, 4.565, 1.560)
C (7.257, -2.214, -1.626)
C (0.790, 4.743, 3.365)
C (6.669, -1.460, 2.031)
C (0.367, -1.035, -3.924)
C (4.780, 1.022, 3.531)
C (5.543, -0.990, -2.853)
C (3.334, -0.176, 0.777)
C (-6.064, 1.911, 0.961)
C (4.708, -0.817, 0.795)
C (7.343, -1.902, 0.893)
C (1.188, 3.495, 3.079)
C (-0.609, 5.233, 3.063)
C (-8.575, -3.793, -1.873)
C (-1.641, -1.126, -5.254)
C (4.757, -0.482, 3.318)
C (-7.081, -2.629, -3.574)
C (-1.282, -2.956, -3.596)
C (6.648, -1.805, -0.316)
C (-2.041, -2.397, -4.546)
C (-8.441, -3.138, -3.158)
C (-0.027, -2.321, -3.225)
C (-7.457, 2.408, 0.641)
C (-5.531, 4.071, 1.860)
C (-1.539, 4.325, 2.420)
C (2.187, -1.175, 0.915)
C (5.383, -0.932, 2.015)
C (-1.135, 3.081, 2.134)
C (4.665, -1.262, -1.688)
B (8.815, -2.447, 1.107)
H (3.724, -0.825, 3.363)
H (-1.390, 1.366, 1.450)
H (-1.563, -3.864, -3.081)
H (2.180, 3.110, 3.278)
H (6.101, 1.806, 2.063)
H (3.000, 1.050, 4.162)
H (-6.583, -4.433, 0.434)
H (1.012, 6.459, 4.022)
H (6.914, 1.205, 3.491)
H (-3.525, -2.277, -5.646)
H (6.015, 2.753, 3.570)
H (1.652, -1.262, -0.026)
H (-8.850, 4.016, 0.702)
H (-7.679, 0.692, -0.015)
H (5.138, -0.476, -3.714)
H (5.324, -0.938, 4.132)
H (9.491, -1.161, 2.469)
H (7.469, -1.318, -3.650)
H (2.555, -2.155, 1.217)
H (7.165, -1.532, 2.995)
H (1.484, -0.835, 1.675)
H (1.940, -1.062, -2.857)
H (3.293, 0.529, 1.606)
H (-7.984, -2.113, -5.106)
H (-4.126, 2.482, 1.800)
H (-5.025, -2.387, -3.086)
H (-2.536, 4.673, 2.187)
H (-0.135, 0.434, -5.380)
H (10.047, -3.899, 1.166)
H (-9.548, -4.166, -1.587)
H (-5.272, 5.792, 2.527)

Mulliken population analysis, charges in e, atoms 1 to 5:
1. F -0.396
2. O -0.642
3. O -0.652
4. O -0.641
5. O -0.620